[1]
42
Properties=species:S:1:pos:R:3:forces:R:3:nbo_charge:R:1 method="wB97M-V/def2-TZVPD" gap_ev="7.6 / 6.7" molar_mass_g_mol=412.8 de_lowest_kj_mol=0.00 spin_multiplicity=3 fmax_ha_per_bohr=0.045 lumo_ev="0.649 / -1.616" e_tot_ev=-35859.13952
Pd 2.98575 -0.04694 -0.12255 0.367 -0.196 -0.576 0.48
C 3.60729 -1.49911 -1.32049 1.208 -1.735 -0.893 -0.78
H 2.89594 -2.16779 -1.82393 0.547 0.352 0.446 0.19
H 4.28232 -1.02403 -2.04884 -0.375 0.108 -0.006 0.20
H 4.24182 -2.04369 -0.59798 -0.289 -0.050 -0.058 0.19
H 3.55747 1.24514 1.00359 0.176 0.625 0.426 0.03
H 4.21023 0.85755 0.83853 1.017 0.202 0.291 -0.01
O 1.05102 1.92590 0.50868 0.501 -0.750 0.664 -0.56
C 1.44162 0.80079 0.75187 -1.744 1.415 0.283 0.37
C 0.84698 -0.06589 1.81047 -0.996 0.401 -0.121 -0.20
C 1.11606 0.27611 3.13485 0.257 -0.525 -0.184 -0.20
C 0.53041 -0.47190 4.14637 -0.042 -0.087 0.071 -0.20
C -0.36327 -1.50148 3.82415 0.046 0.149 0.036 -0.23
C -0.69532 -1.77432 2.49872 0.291 0.242 -0.227 -0.14
C -0.10850 -1.03647 1.45880 0.550 0.379 0.172 -0.31
P -0.83149 -1.25724 -0.23743 -0.079 -0.212 0.022 0.82
C -2.23480 -0.10900 -0.02883 -0.566 -0.059 -0.012 -0.36
C -3.47065 -0.56414 -0.52978 0.382 0.437 0.315 -0.14
C -4.61632 0.20245 -0.33877 -0.019 0.211 0.018 -0.22
C -4.53878 1.43463 0.32424 0.149 -0.211 -0.088 -0.21
C -3.30960 1.89888 0.79840 0.097 -0.214 -0.115 -0.21
C -2.15736 1.12485 0.63148 -0.354 0.020 -0.033 -0.22
C 0.13478 -0.36803 -1.54167 0.207 -0.339 -0.181 -0.36
C 0.05509 0.99980 -1.82682 -0.256 -0.217 -0.197 -0.20
C 0.76167 1.53794 -2.88953 0.021 0.045 -0.173 -0.16
C 1.47887 0.71147 -3.75414 0.022 -0.234 0.086 -0.22
C 1.52661 -0.66178 -3.51686 0.020 0.051 0.181 -0.23
C 0.88241 -1.19546 -2.39994 -0.244 0.583 0.113 -0.18
H 1.80950 1.09941 3.31925 -0.234 -0.260 0.174 0.22
H 0.78027 -0.24913 5.18407 -0.203 -0.104 -0.223 0.22
H -0.83364 -2.07627 4.61798 0.127 0.073 -0.105 0.22
H -1.42089 -2.54988 2.25336 0.105 0.169 0.110 0.22
H -3.50105 -1.51946 -1.05785 -0.109 0.255 0.203 0.21
H -5.57284 -0.16601 -0.70785 0.177 0.153 0.086 0.21
H -5.43684 2.03439 0.46813 0.189 -0.162 -0.035 0.21
H -3.23254 2.86296 1.30403 -0.099 -0.267 -0.141 0.22
H -1.20202 1.50193 1.00574 -0.346 -0.192 -0.064 0.23
H -0.56522 1.64279 -1.21214 0.211 -0.079 -0.136 0.23
H 0.76250 2.61593 -3.03347 -0.098 -0.190 -0.092 0.21
H 2.00814 1.13190 -4.60825 -0.112 -0.063 0.202 0.22
H 2.12037 -1.31448 -4.15542 -0.171 0.162 0.059 0.22
H 1.00399 -2.24234 -2.13019 -0.330 0.113 -0.300 0.22


[2]
140
Properties=species:S:1:pos:R:3:forces:R:3:mulliken_charge:R:1 method="wB97M-V/def2-TZVPD" gap_ev=1.1 charge=+2 molar_mass_g_mol=1296.0 spin_multiplicity=1 fmax_ha_per_bohr=0.128 lumo_ev=-9.124 e_tot_ev=-303453.48888
C -6.14189 -7.91629 -2.95110 0.877 -0.218 -0.512 -0.99
C -5.48244 -7.42616 -4.25201 -0.816 0.164 0.017 -0.29
O -5.34688 -6.00545 -4.29877 0.546 -0.264 -0.213 -0.34
C -4.26643 -5.58878 -3.51170 -0.360 0.609 0.388 -0.56
C -4.01731 -4.09875 -3.76864 0.037 -1.125 -0.454 -0.41
O -4.48274 -3.27522 -2.71788 0.185 0.453 -0.194 -0.35
C -3.64547 -3.30049 -1.58772 -1.290 0.467 -0.138 -1.91
C -3.18049 -1.87379 -1.25531 0.848 -0.711 -1.959 1.10
C -2.61893 -1.24869 -2.56156 -0.689 0.589 -0.300 -1.66
C -3.62947 -0.40284 -3.36126 0.119 -0.229 -0.524 -0.75
C -3.12436 -0.11477 -4.80445 -0.171 -0.198 1.317 -0.70
C -4.14139 -0.46471 -5.84878 -0.723 1.676 -2.334 0.20
O -4.39564 0.29235 -6.77825 0.516 -1.232 1.372 -0.59
O -4.75942 -1.65212 -5.72120 0.781 -0.123 0.482 -0.33
O -4.46913 -1.14555 -0.95680 1.203 0.158 1.668 -0.55
S -4.34404 0.12620 -0.09631 -0.579 1.279 0.270 1.60
O -4.79984 -0.03628 1.38564 0.661 -0.798 -0.005 -0.40
O -5.20492 1.10495 -0.61497 -0.532 0.555 -0.466 -0.65
C -2.65381 0.73306 -0.11105 0.700 -2.233 0.492 -1.96
C -1.62583 -0.43052 0.20941 -0.034 0.077 -0.626 0.39
C -0.26768 -0.06506 -0.44012 -0.084 0.853 0.716 -0.28
C 0.77225 0.45036 0.60826 -0.358 0.410 -1.386 0.20
C 0.97956 1.95142 0.48715 0.523 -0.343 0.661 -1.46
Br 2.53379 -0.34238 0.13774 0.153 -0.045 0.614 -0.30
C -2.20872 -1.84702 -0.08853 0.010 0.117 -0.117 2.00
C -1.15937 -2.98247 -0.14965 0.315 1.006 0.623 -1.14
C -0.25292 -2.95748 1.08852 0.340 -0.694 -0.332 -2.01
N -1.03405 -2.92929 2.32104 1.181 -1.220 0.706 1.49
C -1.59040 -4.23521 2.58972 -1.366 1.147 -0.280 -0.75
C -2.98471 -4.18833 3.19807 0.540 -0.457 -0.150 -1.36
C -0.25743 -2.30910 3.40196 -0.615 2.235 0.770 0.28
C 0.85525 -2.98231 4.14116 0.096 -0.188 -0.121 -1.48
O -0.52623 -1.14512 3.66442 0.034 -1.097 -0.743 -0.52
H -7.07021 -8.40521 -3.20770 -0.295 -0.044 0.334 0.32
H -5.47620 -8.62479 -2.46749 -0.127 -0.262 0.172 0.30
H -6.29172 -7.10891 -2.24597 -0.304 0.227 -0.004 0.29
H -4.52700 -7.91418 -4.44389 0.268 0.100 0.111 0.35
H -6.11714 -7.66973 -5.09580 -0.115 0.007 -0.147 0.34
H -4.53252 -5.68802 -2.45305 0.207 -0.227 0.177 0.17
H -3.37369 -6.18607 -3.71282 0.092 -0.116 -0.100 0.37
H -2.95324 -3.94852 -3.98340 0.150 0.250 0.235 0.29
H -4.53733 -3.87306 -4.68810 -0.313 0.428 0.041 0.49
H -2.81011 -3.94970 -1.82139 0.317 -0.032 0.444 0.87
H -4.25714 -3.65161 -0.75370 0.323 -0.353 0.279 0.56
H -1.75681 -0.59726 -2.40705 0.174 -0.161 0.273 0.24
H -2.31476 -2.03254 -3.24536 0.173 -0.365 0.157 0.67
H -4.58207 -0.90670 -3.45821 -0.079 -0.278 0.325 0.58
H -3.82853 0.53102 -2.84522 -0.045 0.235 -0.042 0.41
H -2.20608 -0.67209 -4.98235 0.033 -0.168 -0.254 0.44
H -2.88141 0.93419 -4.88484 -0.012 0.208 -0.413 0.41
H -5.17965 -1.86486 -6.56514 -0.316 0.225 -0.078 0.34
H -2.53081 1.49509 0.64834 -0.554 0.289 0.101 0.95
H -2.49482 1.14507 -1.10042 -0.310 0.044 -0.198 0.42
H -1.46537 -0.38910 1.27695 -0.016 -0.158 0.342 1.15
H 0.14886 -0.82864 -1.08594 -0.549 -0.089 0.255 -1.17
H -0.43767 0.79049 -1.08877 0.132 -0.011 -0.369 0.84
H 0.48616 0.18882 1.62045 0.380 -0.441 0.164 0.43
H 1.40816 2.21867 -0.47088 -0.160 0.085 -0.278 0.43
H 1.71170 2.24031 1.23630 0.016 0.330 0.093 0.51
H 0.05506 2.48853 0.67729 -0.192 0.067 -0.019 0.33
H -2.79911 -2.09851 0.78160 -0.164 -0.173 0.370 -0.76
H -1.62061 -3.95838 -0.15377 -0.316 -0.070 -0.286 0.91
H -0.51176 -2.92384 -1.03368 -0.229 -0.078 -0.210 0.02
H 0.30888 -3.89984 1.08499 0.260 0.014 -0.106 0.59
H 0.49714 -2.17100 1.04548 -0.168 0.343 0.231 0.45
H -0.93564 -4.96126 3.32475 0.438 0.008 -0.250 0.00
H -1.67226 -4.78982 1.66420 0.383 -0.234 -0.108 0.70
H -3.44775 -5.15061 3.02397 -0.162 -0.218 0.516 0.53
H -3.53928 -3.47421 2.60257 -0.294 0.260 0.025 0.21
H -2.99788 -3.93188 4.24963 -0.192 0.001 0.177 0.35
H 0.53709 -3.86942 4.66662 -0.130 -0.325 -0.020 0.33
H 1.66581 -3.26650 3.47380 -0.053 -0.258 -0.224 0.36
H 1.27141 -2.30712 4.87469 -0.162 0.409 0.041 0.43
C -7.91725 4.47446 2.98194 -0.020 0.075 0.232 -1.50
C -6.70658 3.66209 2.53404 -0.331 0.175 -0.296 0.35
C -5.46410 4.52403 2.28511 0.219 -0.231 0.430 -0.28
O -5.51183 5.28329 1.06236 0.260 0.370 -0.061 -0.40
C -6.30310 6.44388 1.14581 -0.109 -0.649 0.502 -0.35
N -7.06893 2.85834 1.35875 0.292 0.261 -0.001 -0.62
H -8.40730 4.98471 2.15117 0.026 -0.061 -0.044 0.32
H -8.66137 3.81873 3.42918 -0.005 -0.043 -0.053 0.39
H -7.63879 5.22042 3.73007 0.005 -0.012 0.007 0.33
H -6.46197 2.97153 3.34526 0.144 0.056 0.016 0.45
H -4.59758 3.86364 2.18677 0.020 0.061 -0.202 0.15
H -5.25887 5.18281 3.13674 -0.101 0.086 -0.047 0.24
H -6.24440 6.92213 2.12921 -0.062 0.112 0.072 0.41
H -7.33910 6.22580 0.88810 -0.045 0.342 -0.095 0.28
H -5.93042 7.16053 0.38681 -0.433 -0.016 -0.221 -0.08
H -6.30537 2.23863 1.12102 -0.014 -0.202 0.096 0.15
H -7.11183 3.48986 0.56258 -0.254 -0.041 -0.024 0.31
O 6.70129 0.26409 0.12282 -0.915 0.776 0.018 -0.91
V 5.76026 1.62471 0.49185 0.337 0.268 0.335 1.43
O 4.77353 2.94981 0.85788 0.344 -1.167 -0.435 -0.89
Cl 0.30156 -6.06973 3.40458 -0.014 -0.220 -0.069 -0.25
Na 1.60368 -1.97490 -1.78071 0.522 -0.496 -0.385 0.90
O 10.78752 2.92664 0.22595 2.362 0.514 2.068 -0.73
P 11.86155 3.22103 -0.74680 -3.061 -0.576 -5.769 0.97
O 11.21982 4.43626 -1.66161 0.687 -0.380 0.307 -0.33
C 10.78873 5.65179 -1.03207 -0.156 0.527 0.084 -0.36
C 11.95805 6.52539 -0.62273 0.150 -0.265 0.040 -0.97
O 11.69709 1.99837 -1.83451 0.670 0.308 0.075 -0.27
C 10.90526 0.83008 -1.52709 -0.490 -0.285 -0.043 -0.43
C 9.47129 0.98370 -1.98587 0.015 0.155 -0.253 -0.96
O 13.39668 3.46991 -1.36474 -0.315 -0.131 2.744 -0.31
C 14.47433 3.89878 -0.49980 0.725 0.265 0.203 -0.27
C 14.41130 3.26677 0.87097 -0.383 -0.101 -0.010 -1.20
H 10.15445 5.42631 -0.17343 0.021 -0.160 -0.031 0.29
H 10.17526 6.17682 -1.76277 0.007 -0.149 -0.100 0.35
H 12.51838 6.06522 0.19817 -0.045 0.067 0.036 0.21
H 11.61290 7.50099 -0.28409 -0.023 -0.013 0.018 0.43
H 12.64692 6.66682 -1.45678 -0.050 0.074 -0.033 0.24
H 10.95628 0.60675 -0.46452 0.008 0.204 0.059 0.32
H 11.37037 -0.00744 -2.04823 0.158 0.122 -0.041 0.40
H 9.03405 1.91974 -1.64000 0.046 -0.044 0.212 0.19
H 8.86156 0.16052 -1.61423 -0.024 0.036 0.045 0.40
H 9.41552 0.99450 -3.07815 0.019 -0.065 0.004 0.27
H 14.47629 4.98801 -0.42590 -0.147 -0.012 -0.060 0.27
H 15.40651 3.61531 -0.98959 -0.153 -0.087 -0.171 0.33
H 13.50937 3.58368 1.41212 0.100 0.031 0.001 0.38
H 15.27292 3.55990 1.46786 0.008 0.017 -0.005 0.40
H 14.38822 2.17799 0.79907 0.092 0.003 -0.003 0.34
N -5.32819 7.36042 5.01882 0.028 -0.013 0.120 1.00
O -5.76230 6.44580 5.72720 0.008 -0.098 -0.106 -0.53
O -4.09912 7.50846 4.87384 -0.034 -0.031 -0.265 -0.59
O -6.12190 8.13104 4.44196 0.068 -0.069 -0.360 -0.60
O 12.74574 3.20772 -4.40846 0.006 0.098 -0.253 -0.37
H 12.57695 2.27501 -4.64377 -0.003 -0.050 0.159 0.46
H 13.69860 3.41724 -4.43399 0.023 -0.028 0.073 0.47
H 12.36411 3.41364 -3.52256 -0.244 -0.053 0.683 0.44
Br -3.72775 -0.80742 2.74564 -0.625 0.510 -0.351 0.43
B -7.42346 -3.82384 3.84004 -0.755 0.346 -0.250 0.60
O -6.20223 -4.64719 3.55707 0.093 0.100 0.241 -0.34
C -5.78806 -5.18957 4.68012 0.492 -0.298 -0.765 0.74
O -4.81251 -5.88960 4.76532 0.053 -0.096 0.360 -0.63
C -6.72397 -4.75698 5.81718 -0.721 0.334 0.664 0.40
O -6.61281 -5.07353 6.96587 0.221 -0.094 -0.100 -0.56
O -7.65322 -3.97123 5.30794 0.565 -0.236 -0.266 -0.46
F -8.49413 -4.30333 3.12236 0.040 -0.044 -0.044 -0.30
F -7.16723 -2.49273 3.51021 0.297 0.111 -0.009 -0.34
Al -4.19545 8.11547 -0.02124 0.267 0.026 0.322 0.78


[3]
15
Properties=species:S:1:pos:R:3:forces:R:3:nbo_charge:R:1 method="wB97M-V/def2-TZVPD" gap_ev=9.4 charge=+1 molar_mass_g_mol=94.1 de_lowest_kj_mol=460.79 spin_multiplicity=1 fmax_ha_per_bohr=0.093 lumo_ev=-5.750 e_tot_ev=-7830.91263
C -1.76607 -0.66628 -0.41654 1.274 -2.314 0.539 0.13
C 1.55361 0.23493 0.54157 1.813 -1.973 3.090 -0.42
C 1.00770 -0.52467 -0.64800 0.492 0.145 -1.153 -0.34
C -0.97613 1.18750 0.34694 2.765 3.829 -0.678 -0.34
C -0.37029 -0.96096 0.16116 -0.783 -1.451 -1.423 -0.31
C 0.11253 0.23196 0.76254 -1.103 -0.102 -1.371 0.37
N -2.08939 0.49498 -0.14706 -1.059 2.147 -0.694 -0.32
H -2.44052 -1.38378 -0.89346 0.356 0.091 0.256 0.24
H 2.23033 -0.54962 1.15471 -1.720 2.207 -1.064 0.29
H 1.96738 1.20216 0.43050 0.703 0.719 -0.092 0.27
H 0.96396 0.15033 -1.49005 -0.950 -0.047 -0.278 0.26
H 1.66639 -1.35452 -0.92843 -0.661 -0.230 0.485 0.30
H -1.20416 1.95739 1.08983 -0.025 -0.180 0.202 0.30
H -0.42185 1.91391 -0.51448 -1.646 -1.815 1.888 0.29
H -0.23348 -1.93332 0.55078 0.542 -1.025 0.293 0.29


[4]
16
Properties=species:S:1:pos:R:3:forces:R:3:nbo_charge:R:1 method="wB97M-V/def2-TZVPD" gap_ev="3.1 / 6.9" molar_mass_g_mol=189.6 de_lowest_kj_mol=5.85 spin_multiplicity=2 fmax_ha_per_bohr=0.030 lumo_ev="-1.044 / -1.219" e_tot_ev=-11072.80885
O 0.37427 -1.97055 1.03253 0.317 -0.595 -0.068 -0.56
Rb 0.56581 2.02036 -0.99988 -0.465 -0.857 0.440 0.89
O -0.85369 -0.24622 0.16812 0.209 0.226 -0.712 -0.94
C -0.81962 -1.50674 0.46208 0.078 1.499 0.222 0.67
O -1.80886 -1.99747 1.30903 0.018 -0.379 0.049 -0.55
C -3.11244 -1.56660 1.00025 -0.102 0.188 -0.097 -0.25
C 1.54850 -1.75075 0.28338 -0.295 -0.118 -0.049 -0.06
C 2.46161 -0.76053 0.98914 0.085 0.254 0.314 -0.63
H -3.79387 -2.08468 1.68459 0.188 0.061 -0.143 0.18
H -3.22367 -0.48080 1.13867 0.051 -0.242 -0.084 0.17
H -3.37726 -1.81930 -0.04015 0.046 0.068 0.212 0.16
H 2.06057 -2.71910 0.18700 0.023 0.161 0.080 0.17
H 1.32059 -1.43858 -0.75031 -0.131 0.102 0.308 0.16
H 2.78570 -1.16678 1.95706 0.125 -0.022 -0.345 0.22
H 3.33304 -0.52551 0.36108 -0.008 -0.109 0.225 0.19
H 1.95808 0.17814 1.26850 -0.138 -0.238 -0.353 0.19